1.
The following is a DFT calculation (ωB97M-V with the def2-TZVPD basis set) of C35H30BMnN9O as an isolated structure.

Atoms and positions in Å:
1 Mn -0.40283 0.12215 0.02745
2 C -3.41938 -2.49728 2.28916
3 C -2.82883 -1.58720 1.41724
4 N -1.57191 -1.18644 1.51712
5 C -0.78773 -1.70738 2.50578
6 C -1.32307 -2.62708 3.45762
7 C -2.65003 -3.00889 3.32700
8 C -0.45986 -3.11316 4.48732
9 C 0.82697 -2.71161 4.55309
10 C 1.39298 -1.79735 3.59736
11 C 2.70675 -1.36389 3.67768
12 C 3.16902 -0.44892 2.71234
13 C 2.32117 -0.06138 1.70294
14 N 1.04934 -0.48149 1.55203
15 C 0.56320 -1.32175 2.54246
16 H -4.45169 -2.78587 2.15340
17 H -3.40065 -1.15932 0.60230
18 H -3.07090 -3.71101 4.03751
19 H -0.86141 -3.80969 5.21414
20 H 1.47851 -3.07582 5.33894
21 H 3.34976 -1.71539 4.47402
22 H 4.17521 -0.05463 2.74290
23 H 2.68719 0.63160 0.95723
24 C -0.40718 3.64591 2.60168
25 C -1.74138 4.02947 2.48376
26 C -2.57260 3.36756 1.60766
27 C -2.06059 2.31620 0.83150
28 N -0.77116 1.94368 0.97814
29 C 0.02680 2.58476 1.83521
30 C -2.84614 1.55308 -0.12218
31 C -4.20844 1.35888 0.11853
32 C -4.97873 0.49342 -0.62992
33 C -4.37050 -0.23848 -1.67554
34 C -3.05255 -0.06860 -1.96861
35 C -2.19947 0.80508 -1.19626
36 H 0.26595 4.13975 3.28653
37 H -2.12650 4.84782 3.07839
38 H -3.60330 3.67037 1.49472
39 H 1.03265 2.19342 1.91637
40 H -4.65639 1.85347 0.97160
41 H -6.02609 0.35300 -0.40318
42 H -4.96309 -0.92883 -2.26177
43 H -2.62159 -0.59780 -2.80621
44 B -0.30919 -0.40182 -3.54825
45 N -0.25958 -1.56819 -2.51816
46 C -0.12939 -2.83056 -2.95997
47 C 0.02691 -3.66895 -1.87471
48 C -0.03979 -2.81977 -0.77140
49 N -0.20686 -1.55956 -1.17124
50 N -0.53119 1.08880 -3.00791
51 C 0.07086 2.10721 -3.63656
52 C -0.33717 3.31022 -3.09274
53 C -1.22641 2.95985 -2.08991
54 N -1.31937 1.62317 -2.05372
55 H 0.75804 -0.31630 -4.09542
56 H -1.19305 -0.62868 -4.33522
57 H -0.13740 -3.03695 -4.01665
58 H 0.16286 -4.73516 -1.88418
59 H 0.02167 -3.03653 0.28245
60 H 0.75789 1.89525 -4.43564
61 H -0.03594 4.29897 -3.38699
62 H -1.80621 3.55755 -1.40936
63 N 6.05328 -1.07867 -1.93425
64 C 4.72102 -1.16984 -2.23203
65 O 4.24143 -2.13547 -2.78726
66 C 3.89026 0.00883 -1.84746
67 C 4.37690 1.30884 -1.79639
68 C 3.51211 2.33245 -1.44504
69 C 2.19915 2.01668 -1.14532
70 N 1.72549 0.76866 -1.18039
71 C 2.55318 -0.20856 -1.53547
72 H 6.58963 -1.91986 -2.07289
73 H 6.35551 -0.46372 -1.19835
74 H 5.40832 1.52306 -2.04655
75 H 3.85161 3.35808 -1.40151
76 H 1.49370 2.78345 -0.84652
77 H 2.15024 -1.21283 -1.55244

Output
Gap between HOMO and LUMO (alpha / beta) ... 4.45 / 6.36 eV
F_max ... 0.0104 hartree/bohr
Energy relative to the best compared isomer or geometry (same formula, charge and spin) ... 76.8 kcal/mol
E_tot ... -3095.66539 hartree
Multiplicity ... 6
Expectation value of S² ... 8.83

Listed below, in e, are the Mulliken charges computed for each atom: 0.75, -1.27, -0.10, 0.47, -0.47, 1.02, -0.72, -0.96, -0.78, 1.00, -1.15, -1.29, -0.41, 0.48, -0.10, 0.49, 0.22, 0.40, 0.38, 0.40, 0.38, 0.50, 0.38, -1.06, -0.53, -1.18, 0.28, 1.14, -0.25, 0.77, -0.94, -1.30, -0.74, -0.97, 1.65, 0.47, 0.42, 0.49, 0.31, 0.31, 0.36, 0.45, 0.20, -0.70, 0.01, -0.29, -1.32, -0.66, 1.39, 0.17, -0.09, -1.55, 0.18, 0.93, -0.14, -0.09, 0.46, 0.45, 0.44, 0.49, 0.44, 0.55, -0.42, 0.09, -0.60, 0.09, -0.68, -1.13, -0.40, 1.11, -0.32, 0.25, 0.22, 0.53, 0.47, 0.27, 0.34

---

2.
The following is a DFT calculation (ωB97M-V with the def2-TZVPD basis set) of C35H30Br2HgN7O3S4 as an isolated structure.

Atoms and positions in Å:
1 Hg 1.14757 -0.91382 -0.10682
2 O 4.17982 -0.20449 4.03565
3 C 3.95781 1.11582 4.07031
4 C 4.76242 1.90662 4.89686
5 C 4.57114 3.27382 4.96357
6 C 3.57259 3.88101 4.20782
7 C 2.77236 3.09761 3.39183
8 C 2.94006 1.71850 3.30596
9 C 2.04789 0.86527 2.45323
10 O 2.27717 -0.39058 2.40787
11 N 1.05781 1.49544 1.86491
12 N 0.25503 0.66187 1.10759
13 C -0.96577 1.13325 0.88861
14 C -1.89749 0.47242 0.06784
15 C -3.19300 1.01346 -0.17676
16 C -4.06269 0.35348 -0.99403
17 C -3.65945 -0.86504 -1.59172
18 C -2.38157 -1.32336 -1.31107
19 N -1.51437 -0.70482 -0.52072
20 H 3.51060 -0.55043 3.35404
21 H 5.53833 1.41476 5.47070
22 H 5.20838 3.87215 5.60579
23 H 3.42358 4.95300 4.25290
24 H 1.98568 3.53776 2.79324
25 H -1.22804 2.08303 1.34857
26 H -3.46982 1.94980 0.29657
27 H -5.05399 0.75226 -1.17198
28 H -4.31493 -1.42672 -2.24385
29 H -2.02989 -2.25486 -1.74841
30 Br -2.07230 -1.60264 -7.53555
31 C -1.19719 -1.41687 -5.85640
32 C -0.44538 -2.46122 -5.35590
33 C 0.17743 -2.25791 -4.12814
34 N 0.06804 -1.13657 -3.43469
35 C -0.65168 -0.14078 -3.93530
36 C -1.30966 -0.22960 -5.16238
37 C -0.67806 1.11447 -3.12958
38 C -1.71223 2.03575 -3.25259
39 C -1.62335 3.18863 -2.49560
40 Br -3.02152 4.47271 -2.58901
41 C -0.54913 3.40383 -1.66048
42 C 0.40955 2.39665 -1.58872
43 N 0.34617 1.27979 -2.29557
44 H -0.33426 -3.39109 -5.89436
45 H 0.80466 -3.02430 -3.68247
46 H -1.86414 0.60329 -5.56873
47 H -2.57129 1.84488 -3.87838
48 H -0.46915 4.29317 -1.05211
49 H 1.25262 2.48146 -0.90958
50 S 4.64311 -2.32954 -2.89853
51 C 3.59948 -1.64630 -1.77442
52 S 3.64746 -0.04097 -1.20835
53 S 2.28034 -2.69029 -1.20679
54 C -0.71613 0.96487 4.68214
55 C -0.48985 -0.52929 4.90542
56 C -0.62661 -1.38388 3.65072
57 N -1.91044 -1.14709 3.00797
58 C -2.53662 -2.01517 2.22517
59 S -1.95004 -3.49455 1.77617
60 N -3.80230 -1.58263 1.77473
61 C -4.74985 -0.84832 2.43584
62 O -5.69163 -0.34457 1.85171
63 C -4.65123 -0.75010 3.93336
64 C -4.99815 0.45265 4.53368
65 C -4.94897 0.58052 5.91421
66 C -4.58138 -0.50404 6.69756
67 C -4.26123 -1.71621 6.09877
68 C -4.28591 -1.83859 4.71919
69 H -0.43330 1.53177 5.57102
70 H -1.77099 1.19178 4.49142
71 H -0.12728 1.33572 3.83994
72 H -1.18426 -0.89489 5.67048
73 H 0.52185 -0.69008 5.28479
74 H -0.57763 -2.44366 3.90224
75 H 0.18207 -1.17984 2.94489
76 H -2.23408 -0.19134 2.99016
77 H -4.00170 -1.77509 0.79767
78 H -5.29872 1.28037 3.90426
79 H -5.19570 1.52726 6.37807
80 H -4.54027 -0.40530 7.77528
81 H -3.97451 -2.56421 6.70771
82 H -4.00972 -2.77475 4.24831

Output
Gap between HOMO and LUMO (alpha / beta) ... 4.10 / 4.96 eV
F_max ... 0.0071 hartree/bohr
Energy relative to the best compared isomer or geometry (same formula, charge and spin) ... 9.9 kcal/mol
Net charge ... -2
E_tot ... -8855.10139 hartree
Multiplicity ... 2
Expectation value of S² ... 0.77

Listed below, in e, are the Mulliken charges computed for each atom: 0.98, -0.78, 0.39, -0.74, -0.23, -0.92, -0.30, 0.39, 0.54, -1.06, -0.79, 0.98, -1.18, 1.60, -1.03, -0.49, -0.92, -0.75, 0.21, 0.40, 0.41, 0.35, 0.37, 0.41, -0.01, 0.41, 0.41, 0.37, 0.31, -0.23, -0.05, -0.78, -0.26, 0.28, 0.02, -0.69, 1.14, -0.44, -0.24, -0.20, -0.59, -0.39, -0.16, 0.41, 0.36, 0.47, 0.32, 0.46, 0.51, -0.44, 0.03, -0.47, -0.45, -0.61, -0.44, -1.17, 0.70, -0.54, -0.35, 0.33, 0.27, -0.68, 0.33, -0.54, -0.53, -0.36, -0.72, 0.11, 0.39, 0.17, -0.10, 0.29, 0.42, 0.52, 0.28, 0.07, 0.22, 0.44, 0.38, 0.38, 0.40, 0.40